121
Properties=species:S:1:pos:R:3:forces:R:3:mulliken_charge:R:1 method="wB97M-V/def2-TZVPD" de_lowest_kj_mol=1909.1 lumo_energy_ev=0.32 spin_multiplicity=1 gap_ev=8.8
C 39.1403 -12.8380 -4.0791 -0.513 -0.788 -1.238 -1.78
C 38.1528 -11.8668 -4.7794 0.955 0.058 0.356 0.89
C 36.7666 -11.8268 -4.1537 0.348 0.339 -0.257 -0.30
O 36.0708 -12.9854 -4.5368 0.025 -0.187 0.361 -0.34
C 34.6988 -12.9358 -4.2709 -0.778 -0.415 -0.577 -0.74
N 38.7371 -10.5037 -4.7334 -0.244 -0.199 0.226 -0.57
H 39.1092 -12.8292 -2.9910 0.041 0.268 0.029 0.36
H 40.1410 -12.6635 -4.4780 0.085 0.388 0.355 0.45
H 38.9560 -13.8629 -4.4217 -0.335 -0.030 0.363 0.41
H 38.0322 -12.2242 -5.8039 0.005 0.260 -0.128 0.14
H 36.2496 -10.9293 -4.5132 -0.008 -0.016 -0.069 -0.05
H 36.8752 -11.7122 -3.0649 -0.240 -0.223 0.055 0.33
H 34.2866 -13.9359 -4.4219 0.236 -0.115 0.339 0.29
H 34.1405 -12.3513 -5.0163 0.296 0.460 0.078 0.21
H 34.4354 -12.5784 -3.2729 0.208 -0.004 0.113 0.33
H 39.2906 -10.2789 -5.5542 -0.096 -0.216 -0.160 0.04
H 39.4213 -10.5669 -3.9888 0.058 0.490 0.047 0.31
C 42.2131 -13.1509 -6.9309 -0.178 -0.200 0.690 -1.69
C 41.8224 -11.8709 -7.6615 1.431 -0.069 -0.030 1.88
C 40.4450 -11.9576 -8.3527 0.671 -0.525 -0.160 -0.41
O 40.5133 -12.1147 -9.7706 0.292 0.301 0.224 -0.35
C 41.2858 -13.2344 -10.1647 -0.866 -0.041 -0.358 -0.81
N 41.9654 -10.7316 -6.7434 -0.973 0.218 -0.184 -0.32
H 43.0486 -13.0250 -6.2370 0.233 0.341 -0.350 0.41
H 42.4846 -13.9492 -7.6205 -0.180 -0.074 0.009 0.39
H 41.4177 -13.4811 -6.2546 -0.215 -0.121 -0.317 0.25
H 42.5711 -11.7681 -8.4577 -0.159 0.075 -0.241 -0.76
H 39.8819 -11.0475 -8.1609 -0.224 -0.085 0.013 -0.08
H 39.9630 -12.8711 -7.9892 -0.450 0.240 0.381 0.43
H 41.0318 -14.1103 -9.5578 0.341 0.025 0.284 0.34
H 42.3510 -13.0073 -10.1784 0.103 -0.222 0.128 0.27
H 40.9522 -13.5100 -11.1667 0.194 0.259 -0.136 0.27
H 42.9274 -10.5018 -6.5261 0.101 -0.361 -0.037 0.36
H 41.6121 -9.9146 -7.2299 -0.078 0.000 0.077 -0.16
C 37.0950 -5.7965 -11.4231 0.882 -1.484 1.076 -1.58
C 37.1054 -5.7243 -9.8851 -2.164 0.979 -0.456 -1.35
C 37.7961 -6.8168 -9.0683 -4.182 5.482 -4.640 2.13
O 37.6063 -8.1258 -9.5812 -3.921 -0.945 -3.326 -0.22
C 36.2707 -8.6474 -9.4243 1.628 -5.751 -9.366 0.01
N 37.4389 -4.3617 -9.4145 1.036 -0.101 0.239 -0.65
H 36.2902 -5.2071 -11.8468 0.112 0.160 -0.138 0.45
H 36.9511 -6.8626 -11.6404 -0.177 0.211 -0.509 0.32
H 38.0872 -5.5365 -11.7964 -0.118 0.234 -0.290 0.31
H 36.0412 -5.7295 -9.6117 -0.214 -0.385 -0.009 0.51
H 37.3478 -6.8549 -8.0674 1.828 2.163 -2.328 -1.11
H 38.8760 -6.6726 -8.9820 -3.804 3.542 -3.647 -0.78
H 36.0343 -8.6062 -8.3572 -0.531 -11.395 -2.467 0.93
H 36.2562 -9.6453 -9.8372 0.011 -0.071 -0.932 0.35
H 35.6025 -7.9126 -9.8738 -0.515 -0.568 -0.633 0.46
H 36.8634 -3.6871 -9.9041 -0.188 -0.061 0.085 0.21
H 38.3910 -4.0955 -9.6683 -0.020 -0.333 -0.424 0.35
C 41.6365 -8.9723 -12.3894 -0.084 0.552 0.125 -0.75
C 40.3954 -8.3069 -11.8235 -1.983 -0.702 -2.336 -0.01
O 39.8311 -9.2021 -10.8463 -0.957 -1.119 -1.742 -0.69
O 42.5706 -9.2085 -11.3236 -1.861 0.590 -0.838 -0.37
H 42.0853 -8.2811 -13.1057 0.144 -0.103 -0.029 0.43
H 41.3919 -9.9067 -12.8971 -0.096 -0.028 0.071 0.33
H 39.5841 -8.1592 -12.5467 0.523 -0.009 -0.562 0.47
H 40.5880 -7.3297 -11.3654 0.136 -0.283 -1.458 0.20
H 39.0077 -8.7867 -10.5304 0.154 -0.485 -0.167 0.51
H 41.9776 -9.2570 -10.5571 0.799 -0.640 0.283 0.36
C 35.8433 -7.7105 -7.4625 -2.271 5.063 8.667 0.89
C 35.6240 -9.1066 -6.8674 -0.778 -1.208 0.651 -1.77
O 34.4680 -9.7409 -7.4500 0.176 0.365 0.164 -0.56
O 36.8748 -7.0142 -6.7929 -0.986 -0.472 3.939 -0.60
H 34.9221 -7.1299 -7.4791 -0.048 0.083 0.311 0.38
H 36.1544 -7.9487 -8.4895 0.114 11.650 2.906 -1.74
H 35.5716 -9.2107 -5.7828 0.196 0.765 -0.041 0.51
H 36.4497 -9.7555 -7.1744 0.291 0.006 0.079 0.47
H 33.7219 -9.5350 -6.8794 -0.127 0.007 -0.099 0.38
H 37.6510 -7.5799 -6.9148 0.348 -0.261 1.256 0.28
C 44.1020 -7.2635 -5.6483 0.655 0.203 -0.084 -0.35
C 42.9212 -6.8369 -4.7931 -0.352 -1.867 0.693 -0.78
O 41.7324 -6.8504 -5.5936 0.164 0.650 -0.051 -0.23
O 43.7952 -8.3432 -6.5208 -0.678 0.671 0.100 -0.25
H 44.8908 -7.6400 -4.9948 0.003 0.257 0.084 0.42
H 44.5117 -6.4321 -6.2267 -0.058 0.108 0.030 0.03
H 43.0707 -5.9407 -4.1894 0.103 0.423 -0.562 0.40
H 42.8108 -7.6413 -4.0512 -0.092 0.052 0.023 0.45
H 40.9829 -6.6307 -5.0310 0.005 -0.074 0.019 0.20
H 43.0225 -8.0065 -7.0155 0.232 -0.472 -0.370 -0.10
C 40.7271 -7.4604 -9.4295 1.033 1.192 1.875 -0.20
C 39.5718 -7.6753 -8.4489 5.797 -3.740 4.486 1.06
O 39.8766 -8.5981 -7.4062 0.887 -0.524 0.669 -0.01
O 41.9899 -7.4194 -8.7662 0.091 0.386 0.660 0.85
H 40.5174 -6.4463 -9.7971 0.247 0.120 -0.551 0.66
H 40.8321 -8.1810 -10.2417 0.053 1.396 3.507 -1.19
H 38.6374 -8.0531 -8.8693 4.478 -2.810 2.086 1.06
H 39.2796 -6.7235 -7.9885 2.751 -0.899 2.597 -0.60
H 40.6315 -8.2399 -6.9113 -0.046 -0.080 0.107 -0.12
H 42.5729 -6.9342 -9.3787 0.227 -0.219 0.234 -0.24
C 40.2072 -4.2930 -7.4018 -0.541 0.408 -0.132 0.55
C 41.3582 -3.7468 -6.5830 -0.291 -0.720 0.540 -0.55
O 41.9298 -2.6262 -7.2517 -0.533 -0.110 0.692 -0.60
O 39.2134 -3.2748 -7.4414 -0.110 0.363 0.035 -0.71
H 39.7544 -5.1845 -6.9552 0.454 -0.102 0.026 0.01
H 40.5036 -4.4615 -8.4444 0.416 -0.487 0.159 0.05
H 42.1115 -4.4865 -6.3070 0.241 -0.029 -0.943 -0.13
H 40.9856 -3.5345 -5.5726 -0.285 0.746 -0.193 0.56
H 41.2443 -1.9463 -7.1984 0.217 0.090 -0.275 0.38
H 38.4922 -3.5723 -8.0339 0.082 0.047 0.659 0.54
C 45.6768 -8.8407 -9.6122 -0.565 -0.453 0.758 0.07
C 44.7945 -10.0054 -10.0957 1.085 1.680 -2.142 0.98
O 45.5507 -11.0987 -10.6407 0.079 -0.215 0.834 -0.63
O 46.1604 -9.1094 -8.3133 1.351 0.110 0.092 -0.65
H 45.1731 -7.8616 -9.6145 -0.631 -0.319 -0.014 -0.34
H 46.5053 -8.6583 -10.3014 0.292 -0.547 0.209 0.39
H 44.2777 -9.5891 -10.9728 -0.016 -0.355 1.089 0.31
H 44.1047 -10.3183 -9.3183 -0.029 -0.242 0.034 -0.86
H 45.5958 -10.9221 -11.5805 0.090 -0.170 -0.060 0.42
H 45.4594 -9.1028 -7.6580 -0.505 0.215 -0.150 0.36
C 44.0989 -5.0541 -8.7011 -0.084 0.018 -0.985 0.62
C 44.6355 -3.6307 -8.7850 -0.807 0.112 0.584 -0.72
O 44.5711 -3.0402 -7.5051 0.000 0.096 0.400 -0.63
O 43.7295 -5.5797 -10.0037 0.581 0.296 0.211 -0.57
H 43.1428 -5.0611 -8.1856 0.259 -0.056 0.508 -0.33
H 44.8636 -5.6923 -8.2562 -0.292 -0.204 0.292 0.09
H 43.9661 -3.0687 -9.4496 0.496 -0.061 -0.402 0.32
H 45.6907 -3.6137 -9.0689 -0.206 0.079 -0.391 0.37
H 43.6362 -2.7922 -7.3437 0.532 -0.002 -0.071 0.32
H 44.5309 -5.5281 -10.5389 -0.215 -0.242 -0.212 0.27